# 1
2
Properties=species:S:1:pos:R:3:mulliken_charge:R:1 method="wB97M-V/def2-TZVPD" total_energy_ha=-897.67335 total_charge=0 relative_energy_kcal_mol=0.3 homo_energy_ev=-7.63 homo_lumo_gap_ev=6.67 fmax_ha_per_bohr=0.0065 molar_mass_g_mol=166.00
K 0.667 1.164 0.667 0.8301
I -0.667 -1.164 -0.667 -0.8301

# 2
60
Properties=species:S:1:pos:R:3:mulliken_charge:R:1 method="wB97M-V/def2-TZVPD" total_energy_ha=-2535.19139 total_charge=0 relative_energy_kcal_mol=4.4 homo_energy_ev=-6.05 homo_lumo_gap_ev=5.68 fmax_ha_per_bohr=0.0201 molar_mass_g_mol=789.74
Ir 0.962 0.535 -1.543 2.3499
C 4.340 -0.158 1.584 -1.3580
C 3.025 0.296 2.133 0.8248
N 2.778 0.158 3.411 -0.6583
C 1.588 0.567 3.903 -1.1254
C 0.603 1.120 3.131 0.8586
C -0.681 1.557 3.773 -1.2701
O -1.767 0.790 3.236 -0.3948
C 0.820 1.248 1.736 -0.1698
C -0.189 1.879 0.921 -0.2476
N -0.275 1.801 -0.359 -0.3543
C -1.256 2.570 -1.037 -0.1400
C -2.560 2.676 -0.565 -0.1155
C -3.497 3.434 -1.247 -0.8082
C -3.144 4.094 -2.412 -0.5632
C -1.852 3.978 -2.905 -0.5608
C -0.919 3.214 -2.226 0.2705
I 0.999 3.010 -3.034 0.0735
C 2.064 0.836 1.201 0.8340
O 2.411 0.909 -0.035 -1.1648
H 4.965 -0.527 2.394 0.3933
H 4.840 0.661 1.066 0.3347
H 4.192 -0.939 0.836 0.2697
H 1.444 0.433 4.970 0.3446
H -0.857 2.624 3.592 0.5238
H -0.603 1.413 4.854 0.4089
H -2.562 1.007 3.734 0.2798
H -0.911 2.507 1.439 0.7584
H -2.850 2.129 0.324 0.5511
H -4.510 3.495 -0.871 0.3840
H -3.874 4.679 -2.954 0.3855
H -1.575 4.467 -3.829 0.3706
C 2.496 -1.505 -5.407 -1.6401
C 1.644 -0.897 -4.324 0.7052
S 2.514 -0.519 -2.838 -0.5154
C 0.328 -0.695 -4.438 0.4883
C -0.477 -1.038 -5.658 -1.4919
S -0.635 -0.021 -3.123 -0.4656
H 3.551 -1.433 -5.146 0.3906
H 2.356 -0.997 -6.363 0.3503
H 2.263 -2.563 -5.552 0.3319
H 0.100 -1.631 -6.367 0.3839
H -0.823 -0.135 -6.167 0.2525
H -1.365 -1.610 -5.380 0.3332
N 0.380 -0.956 -0.462 -1.2453
C 0.007 -1.633 0.390 0.5146
N -0.413 -2.394 1.365 0.1823
C 0.492 -2.802 2.447 -0.2112
C -0.289 -2.769 3.748 -0.4125
O -1.463 -3.561 3.650 -0.4230
C -2.342 -3.034 2.673 -0.4425
C -1.704 -3.082 1.295 -0.5545
H 1.334 -2.112 2.485 0.0501
H 0.859 -3.814 2.249 0.2912
H -0.556 -1.735 3.986 0.1979
H 0.310 -3.183 4.558 0.3682
H -2.598 -1.997 2.922 0.1982
H -3.243 -3.646 2.692 0.3630
H -2.329 -2.581 0.556 0.4243
H -1.548 -4.120 0.986 0.2914

# 3
31
Properties=species:S:1:pos:R:3:mulliken_charge:R:1 method="wB97M-V/def2-TZVPD" total_energy_ha=-908.54796 total_charge=0 relative_energy_kcal_mol=23.6 homo_energy_ev=-9.53 homo_lumo_gap_ev=9.90 fmax_ha_per_bohr=0.0610 molar_mass_g_mol=246.22
C -1.816 1.373 0.320 0.0192
C -0.575 1.065 -0.531 0.2506
C -3.041 0.583 -0.116 -0.9689
C -3.043 -0.882 0.332 0.6192
C 1.232 -0.446 -0.964 -0.0737
C 1.597 -1.857 -0.605 0.1618
C 2.447 0.493 -0.795 -0.9014
C 2.868 0.934 0.644 0.3524
H -2.250 3.013 -0.872 0.2924
H -1.227 3.385 0.388 0.3379
H -1.553 1.111 1.335 0.3815
H -3.150 0.573 -1.256 0.2960
H -3.975 1.046 0.243 0.4623
H -5.001 -1.010 -0.111 0.2133
H -4.432 -2.403 0.629 0.2722
H -0.235 -0.602 0.611 0.3668
H 0.938 -0.555 -2.014 0.6532
H 3.311 0.032 -1.258 0.5725
H 2.305 1.489 -1.256 0.3066
H 3.072 0.326 2.522 0.2617
H 1.897 -0.641 1.658 0.1870
H 1.320 -3.173 0.730 0.3828
N -2.072 2.815 0.142 -0.7620
N -4.204 -1.582 0.087 -0.4370
N 0.100 -0.020 -0.181 0.0587
N 2.584 0.074 1.666 -0.2419
O -0.287 1.793 -1.474 -0.6791
O -2.103 -1.408 0.933 -0.6301
O 2.486 -2.521 -1.154 -0.6098
O 3.476 2.002 0.796 -0.6463
O 0.941 -2.263 0.515 -0.4981

# 4
14
Properties=species:S:1:pos:R:3:mulliken_charge:R:1 method="wB97M-V/def2-TZVPD" total_energy_ha=-1102.80372 total_charge=0 relative_energy_kcal_mol=59.1 homo_energy_ev=-8.95 homo_lumo_gap_ev=9.06 fmax_ha_per_bohr=0.0647 molar_mass_g_mol=150.22
C -1.073 0.276 -0.042 -0.1990
C -0.241 0.673 -1.155 -0.7892
C 0.375 0.593 0.229 0.5693
C 1.193 -0.679 0.518 0.0820
H -2.545 -1.368 -0.961 0.1200
H -1.652 1.074 0.362 0.4081
H 0.105 -0.055 -1.950 0.2123
H -0.494 1.639 -1.596 0.2852
H 1.419 2.139 0.749 0.3627
H 1.077 -2.223 1.708 0.3717
O 0.608 1.711 0.978 -0.5223
O 0.708 -1.247 1.632 -0.4216
S -1.769 -1.372 0.094 -0.2335
S 2.289 -1.160 -0.566 -0.2457

# 5
21
Properties=species:S:1:pos:R:3:mulliken_charge:R:1 method="wB97M-V/def2-TZVPD" total_energy_ha=-345.51037 total_charge=0 relative_energy_kcal_mol=41.3 homo_energy_ev=-8.81 homo_lumo_gap_ev=9.51 fmax_ha_per_bohr=0.0633 molar_mass_g_mol=106.17
C 0.365 1.389 0.592 -1.2420
C -0.857 0.777 -0.105 0.2160
C -2.069 0.857 0.808 -1.3482
N -0.698 -0.586 -0.488 -0.1614
C 0.143 -0.881 -1.560 -0.9927
N 1.530 -0.449 -1.603 -0.5620
H 0.215 2.435 0.772 0.4180
H 0.683 0.809 1.398 0.2469
H 1.256 1.536 -0.064 0.2883
H -1.043 1.283 -1.055 0.3663
H -2.846 0.397 0.168 0.3606
H -1.749 0.431 1.741 0.3718
H -2.289 1.923 0.898 0.3360
H -0.550 -1.151 0.330 0.3007
H 0.200 -1.910 -1.823 0.3777
H -0.238 -0.329 -2.421 0.4768
H 2.060 -0.565 -0.726 0.2532
H 1.524 0.540 -1.858 0.3244
H 1.587 -2.673 1.048 0.3316
H 1.381 -1.418 1.953 0.3070
O 1.396 -2.414 1.993 -0.6690